DFT (wB97M-V/def2-TZVPD) results for a cluster of 9 separate species, BH22NO7 in total in a non-equilibrium geometry.

* Kohn-Sham gap: 7.6 eV
* energy relative to the best compared isomer or geometry (same formula, charge and spin): 5.1 kcal/mol
* E_HOMO: -9.3 eV

CARTESIAN COORDINATES (ANGSTROEM)
N 0.868871 2.100581 -3.336774
H 1.221871 1.479581 -3.891774
H 1.448871 2.209581 -2.656774
H -0.033129 1.680581 -2.959774
H 0.659871 3.024581 -3.743774
B -0.230129 -0.219419 0.307226
H 0.671871 0.008581 1.093226
H -1.478129 -0.152419 0.957226
H -0.399129 0.703581 -0.472774
H 0.018871 -1.320419 -0.274774
O 2.897871 -2.475419 -0.962774
H 1.988871 -2.186419 -0.763774
H 2.922871 -2.522419 -1.910774
O -1.084129 -3.801419 1.652226
H -0.886129 -3.029419 1.188226
H -1.728129 -3.305419 2.085226
O -3.943129 -1.941419 1.004226
H -3.725129 -2.209419 1.969226
H -3.035129 -1.683419 0.692226
O 2.140871 -0.121419 3.831226
H 3.154871 0.104581 3.924226
H 2.062871 -0.017419 2.879226
O -2.660129 -0.567419 -2.137774
H -2.082129 -0.537419 -1.411774
H -3.367129 -0.018419 -1.943774
O -0.640129 3.146581 1.813226
H -0.632129 2.318581 1.323226
H -1.154129 3.709581 1.311226
O 2.574871 1.902581 -0.174774
H 2.194871 1.047581 0.223226
H 2.249871 2.672581 0.387226

Atoms 1-3, force components in eV/Å:
-8.738 3.326 -0.427
2.697 -4.512 -4.995
4.833 0.943 6.430

Want to see where the charge sits? The Mulliken charges in e are: atom 1 (N): -0.35, atom 2 (H): 0.31, atom 3 (H): 0.24, atom 4 (H): 0.35, atom 5 (H): 0.40, atom 6 (B): 0.93, atom 7 (H): -0.62, atom 8 (H): -0.22, atom 9 (H): -0.40, atom 10 (H): -0.30, atom 11 (O): -0.66, atom 12 (H): 0.30, atom 13 (H): 0.29, atom 14 (O): -0.59, atom 15 (H): 0.30, atom 16 (H): 0.27, atom 17 (O): -0.64, atom 18 (H): 0.34, atom 19 (H): 0.26, atom 20 (O): -0.63, atom 21 (H): 0.33, atom 22 (H): 0.23, atom 23 (O): -0.65, atom 24 (H): 0.30, atom 25 (H): 0.30, atom 26 (O): -0.65, atom 27 (H): 0.32, atom 28 (H): 0.28, atom 29 (O): -0.70, atom 30 (H): 0.29, atom 31 (H): 0.36